[1]
C19H24N4S | ωB97M-V with the def2-TZVPD basis set

Kohn-Sham gap (eV): 7.59
Net charge: 0
E_HOMO (eV): -6.771
SMILES string: CCCc1nc(N2CCC(C)CC2)nc2c1Nc1ccccc1S2
Lowest unoccupied orbital energy (eV): 0.814
Energy above the lowest of the compared OMol25 structures with the same formula, charge and spin (kcal/mol): 58.72

Geometry as XYZ:
```
48
Properties=species:S:1:pos:R:3:lowdin_charge:R:1
C -2.09484 1.93978 -3.11551 -0.085
C -2.37745 0.38491 -2.82058 -0.248
C -1.12373 -0.43446 -2.57359 -0.156
C -0.67178 -0.34354 -1.09749 -0.159
N 0.34807 0.48343 -0.87964 0.173
C 0.84973 0.59405 0.35959 -0.390
N 2.00425 1.20010 0.56730 -0.035
C 2.58123 1.92685 -0.55393 -0.187
C 3.94509 2.43520 -0.16249 -0.188
C 4.79560 1.25192 0.32860 -0.344
C 5.05744 0.18745 -0.74130 -0.098
C 4.11238 0.52115 1.51943 -0.160
C 2.81056 1.18330 1.89676 -0.100
N 0.40892 -0.05812 1.42890 0.110
C -0.59822 -0.84201 1.28132 -0.525
C -1.27563 -0.97296 0.06092 -0.190
N -2.38973 -1.73306 -0.08855 0.076
C -3.30448 -1.98766 0.90304 -0.274
C -4.65523 -2.27389 0.68034 0.002
C -5.49438 -2.66338 1.78758 -0.101
C -5.06694 -2.66926 3.05536 -0.141
C -3.75909 -2.32791 3.31431 -0.103
C -2.86889 -2.05975 2.24120 -0.408
S -1.16177 -1.71070 2.73061 1.027
H -1.90991 2.58293 -2.25989 0.059
H -2.99032 2.26435 -3.60828 0.041
H -1.28234 1.99181 -3.90530 0.088
H -2.84199 -0.01602 -3.76560 0.107
H -3.21955 0.15419 -2.06992 0.118
H -1.43640 -1.44940 -2.71167 0.093
H -0.34580 -0.19465 -3.29228 0.115
H 2.73565 1.22418 -1.35775 0.099
H 1.89878 2.81965 -0.79550 0.147
H 4.31627 2.84384 -1.16489 0.138
H 3.91186 3.28014 0.50383 0.102
H 5.78276 1.81112 0.32688 0.147
H 4.19616 -0.44315 -0.97108 0.071
H 5.75160 -0.63808 -0.62583 0.074
H 5.30028 0.74353 -1.67760 0.088
H 4.77643 0.59314 2.40395 0.120
H 3.89595 -0.52187 1.39288 0.107
H 2.32899 0.62800 2.71079 0.108
H 3.00308 2.25796 2.26609 0.138
H -2.89103 -1.67387 -0.98861 0.134
H -5.08689 -2.27418 -0.36548 0.123
H -6.52984 -2.80555 1.68934 0.084
H -5.83864 -2.82974 3.75813 0.097
H -3.59620 -2.37978 4.38561 0.107
```

[2]
C19H24O4 | ωB97M-V with the def2-TZVPD basis set

Kohn-Sham gap (eV): 8.93
Net charge: 0
E_HOMO (eV): -9.644
SMILES string: CCCCCC1=CC(=O)c2ccccc2C1=O.CCOC(C)=O
Lowest unoccupied orbital energy (eV): -0.714
Energy above the lowest of the compared OMol25 structures with the same formula, charge and spin (kcal/mol): 30.92

Geometry as XYZ:
```
47
Properties=species:S:1:pos:R:3:lowdin_charge:R:1
C -0.65410 4.50384 -0.02414 -0.110
C -1.58441 3.30632 -0.24423 -0.255
C -1.94516 2.56225 1.04962 -0.195
C -1.37934 1.14486 1.19969 -0.181
C 0.09949 0.99039 0.80999 -0.115
C 0.41008 0.21248 -0.43750 -0.114
C 1.52246 -0.52588 -0.52005 0.055
C 1.88246 -1.24484 -1.76067 -0.348
O 2.47698 -2.29055 -1.75801 0.120
C 1.44342 -0.57154 -3.00848 -0.098
C 2.15942 -0.65371 -4.19912 0.007
C 1.69128 0.05243 -5.31064 -0.060
C 0.52053 0.80519 -5.24703 -0.058
C -0.21334 0.86018 -4.05904 0.006
C 0.26965 0.17719 -2.94546 -0.092
C -0.46606 0.22166 -1.65089 -0.299
O -1.66815 0.22250 -1.61188 0.132
H -0.53256 5.04616 -0.95849 0.067
H 0.34231 4.16242 0.25474 0.062
H -1.03200 5.16102 0.75235 0.070
H -1.10940 2.66315 -0.98102 0.083
H -2.48577 3.68398 -0.72171 0.103
H -3.02996 2.47611 1.09049 0.105
H -1.67608 3.18336 1.90165 0.106
H -2.02083 0.44812 0.67544 0.097
H -1.45687 0.88416 2.25466 0.106
H 0.50574 1.99327 0.66208 0.114
H 0.66857 0.56892 1.63012 0.101
H 2.20165 -0.64111 0.31238 0.135
H 3.05851 -1.24787 -4.24137 0.119
H 2.25405 0.01075 -6.23159 0.103
H 0.16488 1.34979 -6.10676 0.103
H -1.13045 1.42207 -3.99111 0.118
C -1.36958 -3.48070 2.23018 -0.056
C -0.06100 -2.81319 1.86367 -0.227
O 0.21825 -1.68760 2.70462 -0.022
C 0.85470 -1.78205 3.88808 -0.527
C 1.04328 -3.14169 4.51834 0.015
O 1.20609 -0.77061 4.43067 0.108
H -1.34018 -3.90148 3.23570 0.068
H -1.59249 -4.28464 1.52859 0.084
H -2.18241 -2.75500 2.19908 0.084
H 0.77587 -3.51265 1.86550 0.117
H -0.12345 -2.39978 0.85855 0.110
H 0.16781 -3.36986 5.12475 0.095
H 1.91375 -3.09419 5.16710 0.091
H 1.20240 -3.94363 3.80117 0.073
```

[3]
C19H25As2CrNO4S | ωB97M-V with the def2-TZVPD basis set

Spin multiplicity: 5
⟨S²⟩: 6.0191
Kohn-Sham gap (alpha / beta) (eV): 8.52 / 9.07
Net charge: 0
E_HOMO (alpha / beta) (eV): -8.105 / -8.712
Lowest unoccupied orbital energy (alpha / beta) (eV): 0.416 / 0.363
Energy above the lowest of the compared OMol25 structures with the same formula, charge and spin (kcal/mol): 0.00

Geometry as XYZ:
```
53
Properties=species:S:1:pos:R:3:lowdin_charge:R:1
Cr 0.44267 -0.43698 0.80708 0.498
C 4.93250 -2.01884 -0.42787 -0.327
As 3.15243 -1.21372 -0.48315 1.142
C 3.59438 0.36680 0.61228 -0.303
C 3.22387 -0.31462 -2.22648 -0.424
C 4.41227 -0.15464 -2.93094 -0.106
C 4.43000 0.47947 -4.16587 -0.078
C 3.25310 0.96197 -4.71364 -0.080
C 2.05987 0.80839 -4.02252 -0.106
C 2.03440 0.17048 -2.78745 -0.411
As 0.36631 -0.04140 -1.80673 1.134
C -0.73574 1.37628 -2.54922 -0.286
C -0.40002 -1.63089 -2.60489 -0.266
H 5.71376 -1.26076 -0.39940 0.023
H 5.07289 -2.66792 -1.29080 0.027
H 4.98987 -2.62571 0.47415 0.022
H 4.48708 0.85786 0.22547 0.032
H 3.76712 0.04859 1.64031 0.034
H 2.77177 1.08400 0.60893 0.004
H 5.34134 -0.52394 -2.51594 0.088
H 5.36593 0.59692 -4.69689 0.106
H 3.26040 1.45684 -5.67612 0.105
H 1.14281 1.18884 -4.45459 0.090
H -0.94845 1.22147 -3.60527 0.028
H -0.23008 2.33000 -2.40739 0.038
H -1.67622 1.39052 -2.00001 0.019
H -0.48979 -1.52355 -3.68463 0.034
H -1.37106 -1.80705 -2.14489 0.035
H 0.24302 -2.47256 -2.35546 0.034
C -6.32696 1.17153 2.21340 -0.046
C -4.83721 1.11653 2.41106 -0.259
C -3.96405 1.27976 1.34113 -0.022
C -2.59279 1.20013 1.52260 -0.046
C -2.08700 0.96208 2.79187 -0.281
C -2.93860 0.81533 3.87830 -0.050
C -4.30536 0.89141 3.67920 -0.025
S -0.35430 0.72676 3.02451 0.600
O 0.33096 1.37710 1.85891 -0.418
O -0.01278 1.24676 4.31269 -0.270
N 0.00135 -0.77843 2.73835 -0.285
C -0.92219 -1.91412 2.87762 -0.145
C -1.32396 -2.29224 1.43534 -0.635
O -2.46999 -2.53806 1.13027 0.065
O -0.28847 -2.24517 0.62504 -0.216
H -6.58050 1.45904 1.19430 0.074
H -6.78519 1.88788 2.89634 0.082
H -6.77348 0.19558 2.41034 0.087
H -4.36287 1.46788 0.35175 0.114
H -1.91584 1.33963 0.68902 0.095
H -2.52598 0.65524 4.86568 0.120
H -4.97613 0.77391 4.52199 0.119
H -1.80604 -1.69683 3.47565 0.112
H -0.38906 -2.74754 3.33659 0.120
```

[4]
C19H25Br4N5O4 | ωB97M-V with the def2-TZVPD basis set

Kohn-Sham gap (eV): 8.49
Net charge: 0
E_HOMO (eV): -8.384
SMILES string: CN(C)c1nc2c(Br)c(Br)c(Br)c(Br)c2n1CC(=O)O.CNC(=O)[C@@H](NC(C)=O)C(C)C
Lowest unoccupied orbital energy (eV): 0.101

Geometry as XYZ:
```
57
Properties=species:S:1:pos:R:3:lowdin_charge:R:1
C -6.54054 4.88629 -1.30604 -0.059
N -5.21191 4.30080 -1.57220 -0.144
C -4.13213 5.22012 -1.98255 -0.047
C -4.92116 3.05384 -1.00049 -0.283
N -5.61483 2.60474 0.01613 0.174
C -5.05349 1.37901 0.34168 -0.270
C -5.41856 0.50901 1.37598 -0.615
Br -6.85285 0.96323 2.56232 0.725
C -4.71473 -0.69499 1.53456 -0.718
Br -5.18708 -1.90818 2.94144 0.693
C -3.65895 -1.01350 0.66442 -0.718
Br -2.69402 -2.65565 0.88541 0.698
C -3.29699 -0.13392 -0.36604 -0.565
Br -1.83913 -0.61239 -1.51844 0.814
C -4.00649 1.07009 -0.51556 -0.190
N -3.92470 2.15170 -1.37796 0.055
C -2.98793 2.28138 -2.51163 -0.052
C -1.59133 2.70384 -2.05733 -0.528
O -0.71569 2.71435 -2.90214 0.087
O -1.37668 3.05785 -0.76806 0.110
H -6.59080 5.26668 -0.28034 0.086
H -7.32626 4.13431 -1.43780 0.087
H -6.74878 5.70974 -1.99647 0.084
H -3.20197 4.99716 -1.45137 0.082
H -3.95538 5.15616 -3.06044 0.081
H -4.39841 6.25518 -1.74482 0.090
H -2.92137 1.33281 -3.04589 0.097
H -3.36230 3.00645 -3.23338 0.128
H -0.42938 3.25509 -0.70853 0.135
C 7.07079 -2.79440 -0.81449 -0.050
N 6.00881 -2.56959 0.16410 0.028
C 4.72932 -2.93335 -0.00298 -0.468
O 4.36050 -3.50017 -1.02182 0.058
C 3.73309 -2.61873 1.13337 -0.177
N 4.36859 -1.93000 2.27794 0.092
C 5.04156 -2.47728 3.28961 -0.568
C 5.17146 -3.98338 3.39238 0.010
O 5.56755 -1.76343 4.12629 0.037
C 2.50297 -1.80011 0.67098 -0.362
C 2.85086 -0.64322 -0.27474 -0.056
C 1.42716 -2.67628 0.02305 -0.067
H 8.04264 -2.56074 -0.37770 0.085
H 7.06371 -3.83766 -1.13598 0.087
H 6.90593 -2.16179 -1.68813 0.086
H 6.24961 -2.10791 1.02716 0.124
H 3.35774 -3.57945 1.48193 0.144
H 4.29103 -0.92483 2.31793 0.149
H 5.66005 -4.37686 2.50373 0.079
H 5.77166 -4.22322 4.26894 0.087
H 4.18406 -4.42621 3.50589 0.084
H 2.04417 -1.36405 1.55990 0.135
H 3.61646 -0.01027 0.17266 0.075
H 3.21022 -1.02532 -1.23132 0.085
H 1.96003 -0.04114 -0.45576 0.075
H 1.79490 -3.10340 -0.91026 0.082
H 0.54253 -2.07617 -0.18827 0.028
H 1.14645 -3.48224 0.70114 0.080
```

[5]
C19H25Cl2N3ORuS2 | ωB97M-V with the def2-TZVPD basis set

Spin multiplicity: 2
⟨S²⟩: 0.7672
Kohn-Sham gap (alpha / beta) (eV): 7.02 / 6.36
Net charge: +1
E_HOMO (alpha / beta) (eV): -10.732 / -10.817
Lowest unoccupied orbital energy (alpha / beta) (eV): -3.710 / -4.460
Energy above the lowest of the compared OMol25 structures with the same formula, charge and spin (kcal/mol): 22.46

Geometry as XYZ:
```
53
Properties=species:S:1:pos:R:3:lowdin_charge:R:1
Ru 0.34972 -0.17726 -0.41719 0.919
C 1.12794 2.26693 -1.84161 -0.052
N 1.38607 1.75165 -0.46773 -0.318
C 2.83611 1.85087 -0.21724 -0.095
C 0.59781 2.55171 0.48228 -0.228
C 1.10454 3.60570 1.21531 -0.003
C 0.26533 4.30104 2.08120 -0.051
C -1.06093 3.93418 2.21757 -0.053
C -1.57424 2.85936 1.50302 -0.002
C -0.74256 2.16946 0.63543 -0.235
N -1.06537 0.98348 -0.04105 -0.092
C -2.34029 0.53879 -0.41813 -0.199
C -3.44894 1.36072 -0.59277 -0.010
C -4.65695 0.79975 -0.97796 -0.055
C -4.76905 -0.56485 -1.19505 -0.055
C -3.65629 -1.38354 -1.05251 -0.015
C -2.44220 -0.83223 -0.68868 -0.199
N -1.22416 -1.65198 -0.54035 -0.306
C -1.41457 -2.56273 0.61874 -0.042
C -0.97540 -2.46062 -1.75756 -0.079
H 1.49470 3.29152 -1.93245 0.109
H 0.05945 2.25687 -2.04896 0.090
H 1.65387 1.63748 -2.55961 0.079
H 3.17554 2.88206 -0.32303 0.096
H 3.35447 1.26081 -0.96668 0.042
H 3.06428 1.48897 0.78235 0.080
H 2.14087 3.89709 1.13302 0.113
H 0.66147 5.12524 2.65784 0.115
H -1.70171 4.46906 2.90519 0.116
H -2.59496 2.53828 1.65527 0.117
H -3.36505 2.42742 -0.43918 0.115
H -5.51950 1.43851 -1.11181 0.116
H -5.71900 -0.99179 -1.48462 0.114
H -3.74314 -2.44675 -1.23331 0.117
H -2.17400 -3.31057 0.38153 0.100
H -1.73965 -1.97936 1.47708 0.105
H -0.47254 -3.04509 0.84800 0.067
H -1.80743 -3.13661 -1.96152 0.091
H -0.07053 -3.04469 -1.60025 0.071
H -0.84884 -1.80524 -2.62008 0.095
Cl 5.20857 -0.82612 -1.49754 0.619
C 3.80803 -1.50325 -0.71120 -0.937
Cl 2.32525 -1.28193 -1.73135 0.597
H 3.60848 -1.00757 0.23210 0.004
H 3.92703 -2.57231 -0.59158 0.027
C 2.22856 -4.16786 1.07387 -0.080
O 1.75550 -2.81656 0.92310 -0.341
C 1.96063 -1.95417 1.93154 -1.333
S 2.85519 -2.24825 3.25877 0.722
S 1.16383 -0.41813 1.71811 0.688
H 1.67626 -4.74917 0.33984 0.097
H 2.04089 -4.52798 2.08158 0.074
H 3.29695 -4.22035 0.86829 0.088
```

[6]
C19H25ClFN3O2 | ωB97M-V with the def2-TZVPD basis set

Kohn-Sham gap (eV): 9.14
Net charge: 0
E_HOMO (eV): -8.423
SMILES string: C=C(C)CN(CC)C(=O)C[C@@H]1C(=O)NCCN1Cc1c(F)cccc1Cl
Lowest unoccupied orbital energy (eV): 0.720
Energy above the lowest of the compared OMol25 structures with the same formula, charge and spin (kcal/mol): 30.81

Geometry as XYZ:
```
51
Properties=species:S:1:pos:R:3:lowdin_charge:R:1
C 3.33288 -1.37442 -3.27034 0.066
C 2.84371 -2.57528 -3.01449 -0.341
C 3.59472 -3.83901 -3.31604 -0.066
C 1.49651 -2.82536 -2.38224 -0.121
N 0.68146 -1.64807 -2.15910 -0.051
C 0.04272 -1.08537 -3.33148 -0.211
C -1.33178 -1.70027 -3.59894 -0.064
C 0.54097 -1.20834 -0.89296 -0.443
O 1.13251 -1.74278 0.03627 0.042
C -0.42254 -0.06007 -0.61836 -0.003
C 0.28035 1.32701 -0.41847 -0.178
C 1.62867 1.25276 -1.12670 -0.453
O 1.71155 1.32073 -2.34153 0.042
N 2.70299 1.05185 -0.35447 0.109
C 2.75044 1.07449 1.08880 -0.138
C 1.35200 0.89277 1.67812 -0.173
N 0.45904 1.76108 0.94148 -0.115
C -0.68475 2.32128 1.62366 -0.129
C -1.86252 1.39858 1.87032 -0.160
C -2.89668 1.31471 0.93982 -0.245
F -2.83807 2.09246 -0.16219 0.072
C -3.98286 0.47356 1.08077 -0.005
C -4.05944 -0.32836 2.20594 -0.069
C -3.06973 -0.26465 3.16885 -0.108
C -1.99270 0.59388 3.00040 -0.588
Cl -0.81628 0.66429 4.26315 0.745
H 4.30721 -1.25595 -3.71508 0.063
H 2.79394 -0.46828 -3.05750 0.035
H 4.56728 -3.61766 -3.74647 0.074
H 3.03553 -4.45753 -4.01813 0.079
H 3.73829 -4.41906 -2.40512 0.082
H 0.93302 -3.52880 -3.00731 0.131
H 1.65462 -3.29193 -1.40375 0.130
H -0.02440 -0.00179 -3.22896 0.107
H 0.69946 -1.28633 -4.18071 0.124
H -1.76363 -1.25592 -4.49164 0.075
H -1.24825 -2.77351 -3.75490 0.068
H -2.00940 -1.53320 -2.76482 0.066
H -0.92981 -0.32255 0.31206 0.121
H -1.16906 0.03004 -1.40135 0.103
H -0.31513 2.08513 -0.93724 0.156
H 3.58459 0.96871 -0.84256 0.154
H 3.16671 2.03671 1.41626 0.120
H 3.40596 0.27040 1.43336 0.125
H 1.06664 -0.16509 1.61239 0.109
H 1.37036 1.19014 2.72597 0.090
H -1.03509 3.16463 1.01974 0.130
H -0.33214 2.70900 2.58255 0.110
H -4.74619 0.45885 0.31957 0.119
H -4.89544 -0.99685 2.33668 0.109
H -3.12820 -0.87404 4.05660 0.103
```